(1)
A cluster of 6 separate species, C39H62I2N3O15PS2 in total in a non-equilibrium geometry. Source: the OMol25 dataset; level of theory: ωB97M-V/def2-TZVPD.

Geometry (Å):
C 5.440 -2.978 3.674
C 5.026 -3.138 2.217
I 6.151 -1.923 0.893
C 4.045 -3.960 1.821
I 3.053 -5.005 3.392
C 3.631 -4.126 0.324
C 2.944 -2.800 -0.128
C 2.170 -2.060 0.996
C 1.339 -0.960 0.303
S -0.107 -1.667 -0.551
C -1.023 -0.159 -0.966
S -0.504 0.790 -2.200
N -2.145 0.238 -0.235
C -3.401 0.135 -1.001
C -4.193 -1.156 -0.643
O -3.262 -2.141 -0.216
C -2.920 -1.766 1.114
C -2.231 -0.367 1.091
C 2.582 -5.249 0.111
C 3.097 -6.681 0.388
C 1.953 -7.525 0.976
O 3.498 -7.380 -0.781
O 4.825 -4.521 -0.357
C 5.030 -4.035 -1.637
C 4.168 -4.649 -2.765
N 2.935 -3.901 -2.995
P 1.802 -4.726 -4.046
C 0.128 -4.167 -3.464
O 1.825 -6.321 -3.600
O 6.405 -4.477 -1.933
C 7.092 -3.508 -2.460
N 7.724 -2.756 -3.065
H 4.603 -2.629 4.279
H 5.820 -3.923 4.065
H 6.249 -2.251 3.754
H 3.617 -2.056 -0.548
H 2.170 -3.079 -0.843
H 1.529 -2.734 1.567
H 2.852 -1.519 1.655
H 1.970 -0.349 -0.347
H 0.968 -0.294 1.088
H -4.028 1.015 -0.822
H -3.159 0.104 -2.061
H -4.721 -1.470 -1.539
H -4.879 -0.902 0.173
H -3.798 -1.768 1.766
H -2.175 -2.496 1.435
H -2.791 0.293 1.759
H -1.240 -0.441 1.536
H 1.762 -5.053 0.811
H 2.159 -5.202 -0.893
H 3.951 -6.677 1.075
H 2.298 -8.564 0.937
H 1.072 -7.478 0.333
H 1.747 -7.286 2.014
H 4.379 -7.092 -1.032
H 5.061 -2.945 -1.713
H 4.801 -4.555 -3.665
H 4.019 -5.716 -2.618
H 3.134 -2.989 -3.382
H 0.101 -3.113 -3.194
H -0.168 -4.809 -2.621
H -0.547 -4.402 -4.288
H 0.997 -6.612 -3.202
O -4.071 0.720 3.786
C -3.233 1.460 4.220
O -2.364 2.150 3.440
C -1.417 2.852 4.274
C -2.098 2.994 5.624
C -2.949 1.731 5.683
H -0.500 2.259 4.328
H -1.188 3.813 3.819
H -1.396 3.096 6.449
H -2.744 3.873 5.622
H -2.397 0.884 6.093
H -3.874 1.879 6.232
O -7.013 -2.330 -1.841
C -7.378 -3.073 -0.979
O -8.490 -3.840 -1.082
C -8.723 -4.538 0.154
C -7.370 -4.580 0.850
C -6.732 -3.279 0.374
H -9.469 -3.983 0.728
H -9.113 -5.529 -0.064
H -7.445 -4.670 1.932
H -6.791 -5.429 0.482
H -6.992 -2.437 1.018
H -5.651 -3.360 0.276
O -1.254 7.268 0.375
C -1.614 6.265 -0.177
O -1.512 5.047 0.404
C -1.914 4.023 -0.529
C -2.797 4.734 -1.541
C -2.182 6.129 -1.573
H -1.020 3.599 -0.988
H -2.438 3.235 0.009
H -2.823 4.240 -2.511
H -3.821 4.791 -1.165
H -1.372 6.196 -2.287
H -2.919 6.903 -1.766
O 3.234 6.829 5.249
C 2.796 6.947 4.142
O 1.859 6.118 3.626
C 1.612 6.447 2.244
C 2.058 7.891 2.094
C 3.199 7.977 3.104
H 2.192 5.764 1.618
H 0.555 6.316 2.023
H 2.343 8.147 1.075
H 1.249 8.559 2.393
H 4.155 7.679 2.671
H 3.283 8.962 3.554
O -1.440 5.945 -4.491
C -0.323 6.288 -4.750
O 0.546 6.731 -3.809
C 1.766 7.170 -4.431
C 1.808 6.455 -5.773
C 0.325 6.341 -6.118
H 1.727 8.256 -4.539
H 2.606 6.911 -3.791
H 2.399 6.979 -6.521
H 2.232 5.458 -5.648
H -0.043 7.223 -6.644
H 0.097 5.444 -6.686

Forces on atoms 1 to 6 (eV/Å):
0.5 0.4 -0.6
-0.3 -0.5 0.7
-0.1 -0.2 0.3
0.8 0.3 -0.6
0.1 0.3 -0.4
-1.3 -0.2 0.7

HOMO energy = -7.90 eV
SMILES = C/C(I)=C(\I)[C@](CCCSC(=S)N1CCOCC1)(C[C@@H](C)O)O[C@H](CNP(C)O)OC#N.O=C1CCCO1.O=C1CCCO1.O=C1CCCO1.O=C1CCCO1.O=C1CCCO1
LUMO level = -0.2 eV
Orbital gap = 7.7 eV

(2)
A cluster of 11 separate species, C39H62O17 in total in a non-equilibrium geometry. Source: the OMol25 dataset; level of theory: ωB97M-V/def2-TZVPD.

Geometry (Å):
C -3.367 -4.002 4.803
C -2.812 -3.342 3.529
C -2.044 -2.063 3.461
O -1.674 -1.566 2.393
C -1.955 -1.508 4.812
C -2.373 -2.248 6.072
C -3.035 -3.521 6.133
O -3.265 -4.178 7.151
O -2.076 -1.776 7.417
O -3.041 -3.940 2.358
H -3.710 -5.044 4.684
H -1.547 -0.386 4.945
H -1.542 -0.950 7.324
H -2.858 -3.251 1.599
C -0.885 4.845 -3.506
C -1.591 5.313 -4.750
C -2.506 4.361 -5.462
O -2.861 4.747 -6.635
C -2.960 3.165 -4.766
C -2.322 2.785 -3.460
C -1.192 3.510 -2.982
O -0.527 3.072 -2.006
O -2.990 1.994 -2.597
O -1.153 6.471 -5.267
H -0.172 5.515 -3.063
H -3.869 2.605 -5.234
H -3.752 1.688 -3.021
H -1.827 6.677 -6.056
C 6.035 1.998 2.180
C 5.431 0.790 1.584
O 5.071 0.715 0.444
C 5.236 -0.362 2.519
H 6.046 2.838 1.590
H 7.150 1.723 2.635
H 5.459 2.280 3.085
H 5.017 -1.244 1.945
H 4.570 -0.230 3.249
H 6.221 -0.551 3.035
C -4.354 4.499 2.672
C -3.339 3.513 2.256
O -2.885 2.670 3.028
C -3.021 3.281 0.706
H -4.007 4.928 3.647
H -5.219 4.143 2.858
H -4.516 5.322 2.002
H -2.480 4.241 0.488
H -4.069 3.249 0.391
H -2.142 2.601 0.416
C 0.593 1.240 4.043
C 1.092 1.243 5.421
O 0.165 1.325 6.226
C 2.530 1.183 5.785
H 1.103 1.707 3.298
H -0.388 1.669 3.831
H 0.302 0.326 3.391
H 3.169 1.899 5.515
H 3.021 0.258 5.523
H 2.525 1.114 6.874
C 2.122 4.916 -0.012
C 2.078 3.369 0.221
O 1.785 2.956 1.340
C 2.616 2.447 -0.858
H 1.623 5.149 -0.927
H 3.082 5.343 0.138
H 1.451 5.303 0.883
H 2.569 1.417 -0.678
H 3.552 2.784 -1.132
H 2.083 2.772 -1.880
C 1.954 -3.767 -3.222
C 1.922 -4.219 -4.601
O 2.679 -5.092 -5.015
C 0.726 -3.526 -5.500
H 2.438 -4.385 -2.522
H 1.192 -3.169 -2.730
H 2.807 -2.939 -3.264
H 0.401 -3.928 -6.286
H 1.269 -2.742 -5.932
H -0.085 -3.095 -4.821
C -5.103 -3.543 -0.959
C -3.934 -2.583 -0.815
O -3.541 -2.129 0.252
C -3.185 -2.200 -2.064
H -6.066 -2.997 -1.487
H -5.526 -3.665 0.018
H -4.833 -4.373 -1.599
H -2.139 -1.929 -2.019
H -3.668 -1.576 -2.635
H -2.852 -3.120 -2.600
C 3.593 -0.140 -3.592
C 2.500 0.253 -4.584
O 2.690 -0.065 -5.790
C 1.252 0.958 -4.113
H 4.359 0.668 -3.440
H 4.157 -0.965 -3.937
H 3.102 -0.259 -2.526
H 0.324 0.756 -4.569
H 1.281 2.065 -4.162
H 1.106 0.842 -3.144
C -1.287 -4.802 -0.870
C -0.170 -5.370 0.032
O -0.332 -6.490 0.483
C 0.906 -4.462 0.576
H -1.861 -4.116 -0.306
H -1.953 -5.552 -1.303
H -0.640 -4.218 -1.641
H 1.136 -3.805 -0.218
H 1.748 -5.087 1.146
H 0.513 -3.952 1.357
C 2.154 -1.031 0.777
C 1.027 -0.775 -0.249
O 1.106 -1.198 -1.389
C -0.224 0.072 0.060
H 2.231 -0.237 1.605
H 3.126 -1.085 0.281
H 1.919 -1.840 1.378
H -0.384 0.698 -0.801
H -0.096 0.836 0.763
H -1.113 -0.524 0.370

Forces on atoms 1 to 6 (eV/Å):
2.3 1.2 -5.0
-2.6 -3.8 3.1
-0.7 0.8 1.1
-0.2 -0.9 1.7
0.1 1.0 4.8
3.6 5.7 -0.4

HOMO energy = -8.52 eV
SMILES = O=C1C=C(O)C(=O)C=C1O.O=C1C=C(O)C(=O)C=C1O.CC(C)=O.CC(C)=O.CC(C)=O.CC(C)=O.CC(C)=O.CC(C)=O.CC(C)=O.CC(C)=O.CC(C)=O
LUMO level = -2.8 eV
Orbital gap = 5.7 eV

(3)
A structure of composition C39H63BeCl2FLi2N4O9 in a non-equilibrium geometry. Source: the OMol25 dataset; level of theory: ωB97M-V/def2-TZVPD.

Geometry (Å):
O 2.556 -4.113 4.156
C 2.986 -3.725 3.056
N 3.522 -4.535 1.913
C 4.163 -3.689 0.876
O 4.938 -4.164 0.004
C 3.754 -2.166 1.096
C 3.954 -0.900 0.237
C 3.395 0.458 0.822
C 3.574 1.744 -0.102
C 2.575 2.968 0.295
C 1.195 2.812 -0.493
C 0.043 3.867 -0.127
C 0.063 4.442 1.378
C -1.454 4.784 1.782
C -1.878 4.392 3.281
C -1.535 2.882 3.714
C -2.810 1.913 3.880
C -2.384 0.464 3.265
C -3.706 -0.311 2.797
C -3.405 -1.449 1.701
N -3.084 -0.894 0.356
C -3.208 0.467 -0.129
C -2.666 0.456 -1.603
C -2.254 -1.065 -1.911
C -2.570 -1.856 -0.600
C 2.734 0.415 2.221
C 2.548 -0.903 3.066
C 3.053 -2.242 2.482
H 2.667 -4.894 1.443
H 4.481 -0.982 -0.769
H 4.666 2.087 -0.225
H 3.236 1.424 -1.164
H 3.083 3.960 -0.011
H 2.493 2.997 1.431
H 1.445 2.990 -1.612
H 0.811 1.722 -0.449
H -0.010 4.764 -0.850
H -0.969 3.316 -0.259
H 0.566 3.774 2.154
H 0.675 5.425 1.363
H -1.562 5.933 1.705
H -2.235 4.351 1.065
H -3.012 4.554 3.394
H -1.386 5.108 4.038
H -0.972 2.898 4.724
H -0.847 2.388 2.948
H -3.000 1.769 4.999
H -3.778 2.317 3.428
H -1.713 0.570 2.339
H -1.842 -0.147 4.080
H -4.183 -0.817 3.715
H -4.491 0.429 2.403
H -2.498 -2.045 2.075
H -4.295 -2.183 1.629
H -3.611 1.347 0.477
H -2.608 1.352 -2.319
H -1.819 -1.456 -2.887
H -2.411 -2.984 -0.443
H 2.345 1.365 2.710
H 2.047 -0.919 4.087
C -2.198 6.216 -2.485
O -2.027 7.336 -2.950
O -2.256 5.944 -1.266
O -2.341 5.171 -3.158
C 5.411 -3.176 -1.988
C 4.358 -2.403 -2.709
O 4.308 -1.199 -2.805
N 3.221 -3.026 -3.349
C 3.218 -4.473 -3.619
H 6.207 -2.498 -1.681
H 4.980 -3.644 -1.099
H 5.839 -3.938 -2.643
H 2.404 -2.728 -2.749
H 3.073 -2.436 -4.177
H 2.290 -4.712 -4.139
H 3.266 -5.012 -2.673
H 4.071 -4.712 -4.255
C -3.822 2.171 -5.050
O -3.176 0.943 -5.336
C -4.093 -0.145 -5.391
C -4.400 -0.537 -6.829
O -5.139 0.493 -7.491
C -4.326 1.269 -8.371
H -3.107 2.981 -5.213
H -4.703 2.341 -5.709
H -4.137 2.190 -4.001
H -5.015 0.088 -4.845
H -3.612 -0.992 -4.890
H -5.030 -1.431 -6.824
H -3.483 -0.776 -7.377
H -4.071 0.680 -9.256
H -3.412 1.613 -7.880
H -4.900 2.142 -8.686
Li -4.843 -3.057 0.190
N 6.206 0.841 4.657
C 7.165 0.576 5.608
C 7.327 -0.788 5.682
C 6.443 -1.368 4.744
C 5.766 -0.334 4.123
H 5.881 1.758 4.396
H 7.645 1.378 6.148
H 8.008 -1.308 6.339
H 6.313 -2.424 4.540
H 5.012 -0.345 3.352
F 7.380 -3.377 3.335
Li 1.137 -1.556 -2.169
Be -6.105 2.016 -6.108
C -2.753 5.069 7.122
Cl -3.750 3.877 6.277
Cl -2.828 6.645 6.326
H -3.114 5.171 8.144
H -1.719 4.725 7.129
C -2.542 -7.570 -1.836
C -2.322 -6.175 -1.286
O -2.821 -6.087 0.046
H -3.605 -7.822 -1.829
H -2.168 -7.649 -2.859
H -2.034 -8.314 -1.217
H -2.850 -5.436 -1.895
H -1.257 -5.921 -1.279
H -2.344 -6.737 0.580

Forces on atoms 1 to 6 (eV/Å):
1.7 1.2 -4.7
-0.5 1.3 1.1
-0.7 1.0 -0.5
1.0 0.7 0.0
-3.5 -1.1 6.8
-1.0 0.5 1.7

HOMO energy = -9.73 eV
LUMO level = -8.0 eV
Orbital gap = 1.8 eV
Charge = +2